The following is a quantum chemistry calculation of C24H31BO3S2 as an isolated structure at a distorted geometry, from the Open Molecules 2025 dataset.

Computed properties:
Max |F|, eV/Å: 4.40
Calculated total energy, eV: -53875.324
HOMO level, hartree: -0.2067

Geometry as XYZ:
```
61
Properties=species:S:1:pos:R:3:lowdin_charge:R:1
C -2.20 -0.14 -2.70 -0.05
O -1.11 -0.30 -1.81 -0.26
C 0.13 0.02 -2.37 -0.12
C 0.96 -1.21 -2.52 -0.17
C 2.35 -1.12 -2.63 -0.01
C 3.10 -2.29 -2.75 -0.07
C 2.47 -3.54 -2.76 -0.08
C 1.07 -3.62 -2.72 -0.07
C 0.33 -2.45 -2.67 -0.03
H -3.11 -0.44 -2.17 0.10
H -2.28 0.92 -3.00 0.09
H -2.07 -0.77 -3.60 0.10
H -0.04 0.45 -3.39 0.16
H 2.82 -0.13 -2.66 0.12
H 4.18 -2.23 -2.89 0.11
H 3.05 -4.46 -2.84 0.11
H 0.55 -4.58 -2.76 0.11
H -0.76 -2.49 -2.74 0.11
C -1.78 0.97 5.62 -0.12
C -0.99 0.72 4.40 -0.58
C 0.38 0.73 4.27 -0.13
C 0.82 0.48 2.94 -0.10
C -0.22 0.23 2.07 -0.41
B -0.17 0.50 0.45 -1.03
C -0.11 -1.10 0.52 -0.38
C 1.01 -1.90 0.62 -0.10
C 0.71 -3.29 0.56 -0.13
C -0.64 -3.54 0.37 -0.60
C -1.30 -4.86 0.24 -0.12
S -1.52 -2.08 0.28 1.12
O -1.29 1.29 0.15 0.06
C -0.80 2.62 0.02 -0.44
C -1.56 3.22 -1.15 0.00
C -1.16 3.35 1.31 -0.01
C 0.77 2.45 -0.19 -0.43
C 1.15 2.23 -1.64 0.07
C 1.65 3.45 0.54 0.01
O 1.08 1.17 0.39 0.06
S -1.74 0.30 2.88 1.10
H -1.09 1.31 6.39 0.08
H -2.54 1.74 5.45 0.08
H -2.28 0.05 5.97 0.08
H 1.04 0.95 5.11 0.10
H 1.86 0.48 2.65 0.11
H 2.01 -1.49 0.76 0.13
H 1.44 -4.09 0.66 0.11
H -0.55 -5.66 0.28 0.08
H -2.02 -5.01 1.05 0.08
H -1.83 -4.93 -0.72 0.07
H -1.25 4.26 -1.32 0.10
H -1.40 2.66 -2.07 0.06
H -2.64 3.21 -0.93 0.10
H -0.91 4.41 1.22 0.09
H -2.24 3.26 1.48 0.10
H -0.64 2.91 2.16 0.08
H 0.73 2.96 -2.34 0.10
H 2.24 2.22 -1.73 0.11
H 0.73 1.06 -1.89 0.06
H 1.40 4.48 0.24 0.09
H 1.53 3.35 1.63 0.10
H 2.70 3.27 0.29 0.09
```

***

The following is a quantum chemistry calculation of C9H11O3 as an isolated structure at a distorted geometry, from the Open Molecules 2025 dataset.

Computed properties:
Multiplicity: 2
Max |F|, eV/Å: 2.28
Calculated total energy, eV: -15652.289
HOMO level (spin up / spin down), hartree: -0.3323 / -0.3328

Geometry as XYZ:
```
23
Properties=species:S:1:pos:R:3:lowdin_charge:R:1
C -1.70 0.83 -3.43 -0.01
C -2.09 -0.63 -3.37 -0.62
O -3.16 -1.04 -3.74 0.07
O -1.11 -1.43 -2.98 -0.01
H -2.48 1.54 -3.72 0.08
H -0.82 0.98 -4.06 0.09
H -1.28 1.10 -2.46 0.05
C 1.52 1.09 3.55 -0.03
C 0.23 -1.04 0.08 -0.33
C -0.19 0.32 0.20 0.05
C 1.26 -1.58 0.93 0.04
C 0.28 0.98 1.30 -0.02
C 1.72 -0.83 1.96 -0.03
C 1.17 0.45 2.25 -0.22
O -0.23 -1.78 -0.82 0.10
H -0.78 -1.38 -1.90 0.04
H -1.01 0.66 -0.41 0.11
H 1.66 -2.54 0.66 0.13
H -0.14 1.95 1.53 0.12
H 2.40 -1.28 2.68 0.13
H 2.59 1.16 3.66 0.09
H 1.14 0.42 4.32 0.09
H 1.04 2.05 3.77 0.09
```

***

The following is a quantum chemistry calculation of C22H21F7N2OPdS as an isolated structure at a distorted geometry, from the Open Molecules 2025 dataset.

Computed properties:
Max |F|, eV/Å: 3.40
Calculated total energy, eV: -61499.600
Total charge: +2
HOMO level, hartree: -0.4781

Geometry as XYZ:
```
55
Properties=species:S:1:pos:R:3:lowdin_charge:R:1
C -5.66 1.78 0.97 0.02
C -5.41 0.47 0.18 -0.47
O -6.33 -0.07 -0.38 0.12
N -4.03 0.01 0.13 -0.12
C -3.92 -1.46 0.08 -0.04
C -3.35 0.68 -0.97 -0.26
C -1.83 0.84 -0.61 -0.15
C -1.69 2.06 0.34 -0.15
C -1.41 1.67 1.84 -0.14
C 0.00 2.12 2.25 -0.22
C 0.23 3.32 2.87 0.04
C 1.58 3.67 3.19 0.02
C 2.65 2.85 2.95 0.01
C 2.45 1.59 2.35 -0.17
C 1.11 1.26 1.99 -0.31
S 0.81 -0.26 1.23 1.33
C 2.36 -0.68 0.55 -0.34
C 2.39 -1.60 -0.52 0.00
C 3.59 -1.99 -1.05 -0.04
C 3.72 -3.01 -2.18 -0.37
F 4.15 -4.17 -1.58 0.14
F 4.68 -2.69 -3.07 0.17
C 2.39 -3.38 -2.89 -0.33
F 1.77 -2.26 -3.36 0.14
F 1.53 -3.98 -2.02 0.15
C 2.53 -4.34 -4.11 -0.53
F 3.15 -5.48 -3.79 0.20
F 1.30 -4.69 -4.52 0.18
F 3.12 -3.74 -5.14 0.19
C 4.78 -1.39 -0.52 0.07
C 4.76 -0.49 0.52 0.03
C 3.53 -0.10 1.09 -0.18
N 3.57 0.78 2.16 0.19
H -5.50 2.62 0.26 0.08
H -4.92 1.88 1.77 0.07
H -6.69 1.76 1.32 0.10
H -3.04 -1.69 -0.55 0.09
H -4.78 -1.96 -0.38 0.10
H -3.67 -1.86 1.08 0.10
H -3.52 0.16 -1.98 0.12
H -3.78 1.72 -1.06 0.09
H -1.56 -0.11 -0.11 0.06
H -1.24 0.96 -1.53 0.12
H -2.55 2.74 0.30 0.11
H -0.83 2.67 0.01 0.12
H -1.55 0.59 2.03 0.10
H -2.12 2.18 2.52 0.13
H -0.61 3.99 3.10 0.15
H 1.72 4.65 3.67 0.14
H 3.64 3.20 3.26 0.14
H 1.44 -1.99 -0.90 0.13
H 5.77 -1.66 -0.90 0.15
H 5.70 -0.09 0.90 0.15
H 4.36 1.42 2.07 0.18
Pd -4.78 1.50 -2.83 0.40
```

***

The following is a quantum chemistry calculation of a 2-piece molecular cluster, C9H11O3 overall at a distorted geometry, from the Open Molecules 2025 dataset.

Computed properties:
Multiplicity: 2
Max |F|, eV/Å: 1.81
Calculated total energy, eV: -15651.658
HOMO level (spin up / spin down), hartree: -0.3035 / -0.3035

Geometry as XYZ:
```
23
Properties=species:S:1:pos:R:3:lowdin_charge:R:1
C 2.33 -1.27 -0.11 -0.05
C -0.15 0.79 2.69 -0.32
C 0.95 0.07 3.16 -0.02
C -0.41 0.94 1.34 -0.01
C 1.71 -0.64 2.24 -0.05
C 0.33 0.16 0.46 -0.05
C 1.39 -0.63 0.89 -0.27
O -0.82 1.54 3.64 0.02
H -1.76 1.54 3.42 0.11
H 1.01 0.13 4.23 0.11
H -1.23 1.51 0.94 0.11
H 2.52 -1.21 2.67 0.11
H 0.08 0.19 -0.58 0.08
H 2.65 -0.52 -0.83 0.08
H 1.83 -2.03 -0.71 0.07
H 3.18 -1.72 0.39 0.07
C -2.05 0.14 -4.06 0.03
C -1.71 0.23 -2.57 -0.63
O -1.47 1.26 -1.99 0.09
O -1.86 -0.95 -2.02 0.24
H -1.68 -0.72 -4.61 0.09
H -1.69 1.11 -4.42 0.10
H -3.14 0.09 -4.17 0.09
```